C27H54O15 | wB97M-V/def2-TZVPD

XYZ file:
```
96
Properties=species:S:1:pos:R:3:forces:R:3:mulliken_charge:R:1
C 1.03638 7.71016 1.41058 -0.59 -0.73 -0.52 -0.540
O 2.02289 6.71822 1.64881 0.65 0.34 1.33 -0.347
C 2.41917 5.89619 0.69802 -0.08 0.75 -0.47 0.936
O 1.95907 5.86751 -0.40868 -0.12 -0.48 -0.63 -0.596
O 3.43731 5.20038 1.17384 0.35 0.04 0.57 -0.350
C 4.05620 4.20830 0.37173 -0.59 -0.87 0.02 -0.497
H 0.18233 7.19824 0.95802 -0.14 0.36 0.06 0.186
H 1.37062 8.50780 0.74796 0.24 -0.12 0.00 0.300
H 0.78544 8.10466 2.38947 -0.02 0.02 -0.02 0.226
H 4.30449 4.54602 -0.63102 0.04 0.19 0.08 0.315
H 3.38673 3.34485 0.30748 -0.03 0.09 -0.28 0.121
H 4.91661 3.86087 0.93606 0.20 0.32 -0.12 0.260
C 1.25114 -1.60074 -0.96581 0.84 1.17 -0.67 -1.422
O 0.38804 -0.62547 -0.36698 -0.38 -0.85 0.58 0.020
C 0.71245 0.63311 -0.64214 0.04 0.42 -0.64 0.567
O 1.57200 0.98853 -1.40822 0.26 -0.03 -0.01 -0.642
O -0.10128 1.42163 0.01965 -1.37 -0.30 1.06 -0.035
C -0.11475 2.81269 -0.23805 1.85 0.83 -0.91 -0.328
H 1.15453 -1.48924 -2.04705 -0.02 -0.38 -0.05 0.317
H 1.06837 -2.61791 -0.64459 -0.47 0.16 0.31 0.424
H 2.27138 -1.30642 -0.72922 0.08 -0.36 0.06 0.650
H -0.91732 3.36154 0.24167 -0.32 -0.64 0.13 0.112
H -0.07674 2.98751 -1.31575 -0.41 -0.02 0.02 0.361
H 0.83684 3.23744 0.10122 -0.13 0.04 0.19 -0.020
C -1.78379 -4.09180 -1.62759 -1.25 0.93 1.98 -0.630
O -1.06790 -5.07725 -2.30654 0.96 0.80 -0.90 -0.148
C -1.43696 -6.34668 -2.34153 -0.59 0.05 0.18 0.642
O -2.20722 -6.88051 -1.59817 -0.14 -0.18 0.20 -0.562
O -0.80585 -6.90556 -3.37342 -0.01 0.03 -0.27 -0.246
C -0.87016 -8.31538 -3.44861 0.25 -1.34 -0.10 -0.756
H -1.23314 -3.15777 -1.52117 0.55 -0.26 -0.72 0.009
H -2.00197 -4.31841 -0.57797 0.13 -0.69 -0.12 0.399
H -2.75763 -3.81969 -2.03798 0.13 -0.42 -0.61 0.374
H -1.83239 -8.77977 -3.23434 -0.18 0.61 0.33 0.344
H -0.12396 -8.74411 -2.77889 -0.06 -0.01 0.09 0.308
H -0.63282 -8.65439 -4.45600 0.22 0.56 -0.10 0.242
C 1.61602 -2.16752 2.90405 -0.22 -0.56 -0.61 -0.984
C 0.26731 -2.07758 3.55908 0.52 0.99 2.27 0.970
C -0.28336 -3.36837 4.11641 0.23 -1.31 -1.39 -1.198
O -0.18737 -1.00792 3.91017 -0.41 -0.14 -0.70 -0.527
H 2.21990 -2.91541 3.42057 -0.04 -0.07 -0.04 0.423
H 2.16686 -1.23326 2.87549 -0.30 0.19 -0.05 0.275
H 1.43038 -2.54459 1.89208 0.37 0.04 -0.06 0.074
H 0.13362 -4.17740 3.50129 -0.01 -0.08 0.20 0.380
H -1.35700 -3.53402 4.06978 -0.11 0.62 0.22 0.266
H 0.09096 -3.54925 5.12258 -0.05 0.33 0.11 0.321
C -3.78872 6.43935 0.41914 0.14 -1.42 0.18 -1.228
C -2.88007 5.99710 1.56476 -0.71 -0.15 0.26 0.767
C -3.18410 6.55716 2.91858 0.60 0.74 0.47 -1.130
O -2.03537 5.13616 1.46283 0.00 0.34 -0.70 -0.361
H -4.61639 7.07363 0.71822 0.44 0.63 -0.03 0.383
H -4.30336 5.51741 0.11850 0.27 -0.03 -0.23 0.307
H -3.17432 6.75563 -0.42033 -0.26 0.33 -0.07 0.304
H -3.61227 5.76671 3.53489 -0.20 0.11 0.00 0.261
H -3.78851 7.46222 2.89545 -0.34 -0.26 0.00 0.443
H -2.24585 6.85480 3.39576 0.04 -0.25 0.01 0.270
C -4.09640 -1.43417 3.15693 -0.29 -0.47 -0.36 -1.025
C -3.73166 -0.05883 2.64229 -0.12 0.68 0.60 0.826
C -2.86373 0.00691 1.42811 0.07 -0.64 -0.36 -0.501
O -4.15568 0.93046 3.20083 0.04 -0.14 -0.10 -0.583
H -4.83996 -1.86475 2.47549 -0.10 0.15 0.03 0.354
H -4.54095 -1.38111 4.14629 0.06 0.14 0.02 0.341
H -3.29241 -2.17128 3.14539 0.28 0.31 0.05 0.076
H -2.60232 0.98309 1.03365 -0.18 0.24 0.46 0.061
H -3.39767 -0.52507 0.63186 0.26 -0.18 -0.01 0.439
H -1.94675 -0.53422 1.67634 0.04 -0.03 -0.30 -0.023
C -0.61240 3.52342 3.70221 -0.50 1.12 0.03 -0.455
C 0.59628 3.28284 4.54730 -0.38 -0.59 0.26 0.723
C 1.50015 2.16123 4.10831 0.65 -0.40 0.10 -0.615
O 0.82171 3.94706 5.53004 0.25 0.09 0.16 -0.612
H -1.38894 2.76169 3.78154 0.41 -0.47 -0.38 0.362
H -0.29548 3.74912 2.68378 -0.25 -0.53 -0.18 -0.035
H -1.12624 4.42996 4.02866 0.27 0.06 0.19 0.136
H 1.04558 1.16715 4.08043 -0.55 0.26 -0.05 -0.045
H 2.34588 2.05887 4.78933 0.07 0.32 -0.08 0.381
H 1.85465 2.35346 3.09240 0.06 0.06 0.01 0.161
C 3.70481 -4.14812 -3.58923 -0.37 -0.51 1.27 -1.134
C 4.06575 -3.14250 -2.47869 -0.43 0.07 -1.28 0.863
C 4.86622 -1.93851 -2.92966 0.29 -0.63 0.53 -1.042
O 3.63013 -3.25910 -1.36374 0.16 -0.17 0.36 -0.557
H 3.03400 -4.88426 -3.14022 0.02 0.02 0.04 0.328
H 4.58736 -4.70562 -3.90127 0.10 0.29 -0.35 0.416
H 3.14874 -3.71575 -4.41832 0.44 0.30 -0.17 0.202
H 5.52017 -1.60044 -2.12679 -0.17 0.12 0.08 0.316
H 4.13595 -1.16161 -3.15869 0.17 0.12 -0.24 0.257
H 5.49088 -2.21947 -3.77526 -0.19 0.32 -0.25 0.373
C -0.81364 -4.11676 -6.72555 -0.86 -0.27 -0.27 -1.076
C -0.97790 -2.93491 -5.80393 -0.66 -0.87 1.27 0.635
C 0.08801 -2.71297 -4.76893 1.11 0.58 -0.19 -0.592
O -2.04917 -2.38286 -5.68749 0.21 0.30 -0.48 -0.562
H -1.78763 -4.27490 -7.19309 0.15 0.13 -0.24 0.345
H -0.66920 -5.00708 -6.10665 0.40 0.09 0.05 0.195
H -0.04549 -4.06434 -7.49319 0.20 0.16 0.17 0.346
H 0.09732 -3.47201 -3.98374 -0.38 -0.20 -0.18 0.137
H -0.01838 -1.73844 -4.29472 -0.14 0.01 -0.06 0.236
H 1.08195 -2.76556 -5.22609 -0.02 0.05 -0.01 0.345
```
Forces are in eV/Å.

Computed properties:
- Frontier orbital gap: 0.3412 Eh
- Energy relative to the best compared isomer or geometry (same formula, charge and spin): 21.4 kcal/mol
- Max |F|: 0.0492 hartree/bohr
- E: -2189.73456 a.u.
- Total charge: 0
- HOMO energy: -8.94 eV



C2H3NaOTl | wB97M-V/def2-TZVPD

XYZ file:
```
8
Properties=species:S:1:pos:R:3:forces:R:3:nbo_charge:R:1
O -0.42113 0.23628 -1.48724 2.50 -0.20 0.92 -0.916
C 0.61149 -0.10470 -0.63855 -6.68 -1.60 2.94 0.220
Na -0.10268 2.94824 1.74834 -0.19 -0.25 -0.22 0.299
Tl -2.77782 1.02286 -0.63394 1.54 -0.43 -0.18 0.613
H 1.07941 0.76999 -0.14141 0.75 -0.19 -0.67 0.093
C 0.34972 -1.26255 0.29313 2.90 1.99 -3.08 -0.663
H 0.15048 -2.22567 -0.21762 -0.69 0.62 0.45 0.190
H 1.11053 -1.38445 1.07730 -0.14 0.06 -0.17 0.164
```
Forces are in eV/Å.

Computed properties:
- Frontier orbital gap (alpha / beta): 0.1606 / 0.2173 Eh
- Energy relative to the best compared isomer or geometry (same formula, charge and spin): 0.0 kcal/mol
- Max |F|: 0.1453 hartree/bohr
- E: -487.87613 a.u.
- Multiplicity: 2
- Total charge: 0
- Expectation value of S²: 0.752
- HOMO energy (alpha / beta): -5.21 / -6.83 eV